No. 1
{
  "formula": "C2F3MgNO4S2Yb",
  "method": "ωB97M-V with the def2-TZVPD basis set",
  "species": ["O", "C", "O", "Mg", "Yb", "N", "S", "S", "O", "O", "C", "F", "F", "F"],
  "xyz": [[-3.399, -1.385, 0.493], [-3.183, -0.174, 0.453], [-3.848, 0.858, 0.312], [-2.165, 2.005, -0.058], [-1.449, -1.908, -0.753], [0.155, 1.134, -0.329], [-0.498, 0.470, -1.865], [0.954, 0.123, 0.575], [0.427, -1.289, 0.492], [1.177, 0.641, 1.914], [2.656, -0.084, -0.180], [2.577, -0.750, -1.318], [3.174, 1.109, -0.401], [3.421, -0.751, 0.666]],
  "mulliken_charge": [-0.527, 0.660, -0.541, 1.126, 1.243, -0.551, -0.400, 1.195, -0.633, -0.600, 0.636, -0.210, -0.208, -0.189],
  "homo_energy_ev": [-12.0598, -12.0740],
  "spin_multiplicity": 2,
  "relative_energy_ev": 1.001,
  "s2": 0.75,
  "fmax_ev_per_a": 2.709,
  "charge": 1,
  "lumo_ha": [-0.2256, -0.2250],
  "energy_ha": -2886.46063
}

=====

No. 2
{
  "formula": "C2F3NNaO7S2",
  "method": "ωB97M-V with the def2-TZVPD basis set",
  "species": ["N", "S", "O", "O", "S", "O", "O", "C", "F", "F", "F", "Na", "O", "C", "O", "O"],
  "xyz": [[1.311, -0.093, -0.274], [1.958, -0.913, 1.033], [3.388, -0.551, 0.972], [1.296, -0.362, 2.258], [-0.178, -0.133, -0.737], [-1.148, -0.528, 0.312], [-0.614, 1.036, -1.518], [-0.279, -1.467, -2.063], [0.937, -1.760, -2.512], [-0.842, -2.569, -1.594], [-1.003, -1.036, -3.093], [-0.809, 0.318, 2.394], [1.710, -2.370, 0.877], [-1.945, 3.471, 1.343], [-2.177, 4.601, 1.254], [-1.606, 2.356, 1.349]],
  "mulliken_charge": [-0.495, 1.230, -0.687, -0.824, 1.028, -0.751, -0.699, 0.620, -0.238, -0.230, -0.236, 1.011, -0.692, 0.698, -0.388, -0.347],
  "homo_energy_ev": -5.1046,
  "relative_energy_ev": 0.000,
  "fmax_ev_per_a": 1.926,
  "charge": -1,
  "lumo_ha": 0.0535,
  "energy_ha": -1916.09520
}

=====

No. 3
{
  "formula": "C2F3NO3S2Yb",
  "method": "ωB97M-V with the def2-TZVPD basis set",
  "species": ["N", "S", "S", "C", "F", "F", "F", "O", "C", "O", "O", "Yb"],
  "xyz": [[0.711, 1.461, 1.502], [0.387, 2.664, 0.243], [0.790, -0.038, 1.064], [2.190, -0.242, -0.241], [1.937, 0.271, -1.439], [3.307, 0.307, 0.226], [2.404, -1.553, -0.390], [-3.536, -2.265, 0.515], [-3.162, -1.299, 0.000], [-3.183, -0.231, -0.526], [-0.392, -0.399, 0.022], [-1.452, 1.324, -0.977]],
  "mulliken_charge": [-0.239, -0.192, 0.472, 0.709, -0.178, -0.204, -0.199, -0.209, 0.814, -0.516, -0.587, 1.328],
  "homo_energy_ev": [-13.3330, -13.2522],
  "spin_multiplicity": 2,
  "relative_energy_ev": 0.000,
  "s2": 0.76,
  "fmax_ev_per_a": 3.640,
  "charge": 1,
  "lumo_ha": [-0.1830, -0.2397],
  "energy_ha": -2611.09171
}

=====

No. 4
{
  "formula": "C2F3P",
  "method": "ωB97M-V with the def2-TZVPD basis set",
  "species": ["F", "C", "P", "F", "C", "F"],
  "xyz": [[-1.284, -1.209, -1.202], [-0.657, -0.365, -0.400], [-0.488, 0.775, 1.000], [0.264, -0.153, 2.111], [0.537, 0.362, -0.418], [1.629, 0.590, -1.091]],
  "mulliken_charge": [-0.195, 0.258, 0.144, -0.285, 0.275, -0.196],
  "homo_energy_ev": -10.1164,
  "relative_energy_ev": 0.000,
  "smiles": "FC1=P(F)=C1F",
  "fmax_ev_per_a": 4.934,
  "lumo_ha": 0.0198,
  "energy_ha": -717.09303
}

=====

No. 5
{
  "formula": "C2F6InNO4S2",
  "method": "ωB97M-V with the def2-TZVPD basis set",
  "species": ["C", "F", "F", "F", "In", "N", "S", "O", "O", "S", "O", "O", "C", "F", "F", "F"],
  "xyz": [[-0.033, 2.355, -0.406], [-0.099, 3.269, -1.410], [-0.440, 1.366, -1.279], [0.347, 3.308, 0.459], [-1.073, 0.973, 2.003], [1.136, -0.622, -0.071], [1.539, 0.778, 0.468], [0.955, 1.101, 1.792], [2.872, 1.197, 0.152], [-0.007, -1.591, 0.560], [-0.972, -0.843, 1.415], [0.558, -2.804, 1.094], [-1.023, -2.044, -0.951], [-1.132, -0.999, -1.735], [-0.422, -3.030, -1.572], [-2.207, -2.414, -0.519]],
  "mulliken_charge": [0.680, -0.094, -0.101, -0.077, 1.208, -0.196, 0.916, -0.458, -0.323, 1.029, -0.441, -0.426, 0.743, -0.158, -0.132, -0.170],
  "homo_energy_ev": [-20.1421, -20.1202],
  "relative_energy_ev": 1.486,
  "fmax_ev_per_a": 10.219,
  "charge": 2,
  "lumo_ha": [-0.4955, -0.4917],
  "energy_ha": -2016.51200
}

=====

No. 6
{
  "formula": "C2F6KNO4S2",
  "method": "ωB97M-V with the def2-TZVPD basis set",
  "species": ["K", "C", "F", "F", "F", "S", "O", "O", "N", "S", "O", "O", "C", "F", "F", "F"],
  "xyz": [[1.734, 2.288, 1.760], [-1.919, 0.025, 1.333], [-2.586, -0.823, 2.120], [-2.389, -0.032, 0.138], [-1.742, 1.230, 1.840], [-0.166, -0.833, 1.410], [0.349, -0.555, 2.741], [-0.404, -2.266, 1.106], [0.786, 0.095, 0.343], [0.715, -0.667, -0.965], [1.852, -1.569, -1.199], [-0.553, -1.278, -1.418], [1.080, 0.843, -2.109], [-0.151, 1.416, -2.381], [1.816, 1.726, -1.428], [1.578, 0.401, -3.291]],
  "mulliken_charge": [0.934, 0.716, -0.216, -0.166, -0.220, 0.895, -0.673, -0.555, -0.269, 0.855, -0.661, -0.563, 0.583, -0.245, -0.228, -0.187],
  "homo_energy_ev": -9.5909,
  "relative_energy_ev": 1.566,
  "fmax_ev_per_a": 8.098,
  "lumo_ha": -0.0518,
  "energy_ha": -2427.39377
}